Entry 1:
ORCA calculation (ωB97M-V with the def2-TZVPD basis set) on 2 unconnected molecules or ions with the total composition C16H15O5S3 at a distorted geometry.

Geometry as XYZ:
```
39
Properties=species:S:1:pos:R:3:mulliken_charge:R:1
C -2.927 -2.146 3.979 -1.105
C -1.593 -1.434 3.716 0.624
S -0.359 -2.289 2.856 -0.458
O -1.265 -0.319 4.159 -0.679
H -3.726 -1.402 3.949 0.295
H -3.165 -3.014 3.360 0.283
H -2.925 -2.563 4.979 0.285
C 0.554 4.017 -0.567 -0.414
C 0.417 3.659 0.788 -0.515
C 1.094 2.558 1.311 -0.312
C 1.909 1.820 0.469 0.139
S 2.687 0.356 1.113 1.379
C 1.577 -0.985 0.554 0.502
C 2.061 -2.265 0.486 -0.879
S -0.198 -0.819 0.236 0.877
C -0.538 -0.887 -1.509 0.154
C -1.024 0.283 -2.064 -0.192
C -1.578 0.247 -3.344 -0.678
C -1.485 -0.928 -4.113 -0.403
C -0.947 -2.091 -3.525 -0.603
C -0.526 -2.099 -2.189 -0.258
O -0.703 -2.186 0.469 -0.564
O -0.947 0.305 0.737 -0.630
O 3.923 0.210 0.350 -0.706
O 2.722 0.389 2.545 -0.642
C 2.071 2.142 -0.878 -0.346
C 1.410 3.259 -1.389 -0.503
H -0.014 4.870 -0.982 0.355
H -0.226 4.243 1.447 0.368
H 0.999 2.261 2.356 0.430
H 1.390 -3.115 0.307 0.319
H 3.141 -2.517 0.531 0.320
H -1.010 1.199 -1.480 0.394
H -2.087 1.139 -3.725 0.361
H -1.831 -0.924 -5.165 0.326
H -0.889 -3.007 -4.115 0.348
H -0.220 -3.017 -1.691 0.339
H 2.678 1.504 -1.523 0.427
H 1.550 3.548 -2.438 0.361
```

HOMO: -2.5559 eV
largest force on an atom: 4.85 eV Å⁻¹
LUMO level: 2.45 eV
energy: -2189.36328 Ha
orbital gap: 5.01 eV
charge: -1
relative energy (zero: lowest compared OMol25 entry of this formula, charge and spin): 7.6 kJ/mol



Entry 2:
ORCA calculation (ωB97M-V with the def2-TZVPD basis set) on a molecular structure, C16H16AlB2Br8O16 at a distorted geometry.

Geometry as XYZ:
```
59
Properties=species:S:1:pos:R:3:mulliken_charge:R:1
Al -0.202 8.248 -2.055 0.977
O 2.149 7.424 -0.179 -0.647
C 2.432 8.129 0.814 0.556
O 3.029 7.893 2.001 -0.415
B 2.922 9.049 2.885 1.144
O 2.205 10.018 2.066 -0.524
C 2.006 9.516 0.880 0.597
O 1.245 9.944 0.010 -0.621
O 4.232 9.610 3.264 -0.493
C 4.389 9.655 4.619 0.435
O 5.304 10.084 5.254 -0.514
C 3.011 9.183 5.192 0.738
O 2.229 8.810 4.167 -0.445
O 2.711 9.197 6.398 -0.547
O -2.698 12.516 0.277 -0.575
C -2.348 11.774 1.185 0.509
O -2.334 12.021 2.462 -0.437
B -1.579 10.947 3.249 1.365
O -1.366 9.941 2.221 -0.788
C -1.769 10.362 0.961 0.601
O -1.583 9.866 -0.117 -0.536
O -0.335 11.421 3.875 -0.619
C -0.330 11.028 5.073 0.515
O 0.531 11.136 5.877 -0.319
C -1.701 10.476 5.472 0.331
O -2.457 10.463 4.325 0.234
O -1.933 10.101 6.653 -0.502
Br -5.646 12.009 2.778 -0.166
C -5.140 13.914 2.295 -0.503
C -5.573 14.201 0.894 -0.618
Br -5.748 16.177 0.508 -0.187
H -4.078 14.023 2.516 0.299
H -5.654 14.597 2.972 0.510
H -6.536 13.742 0.668 0.410
H -4.959 13.723 0.130 0.320
Br -4.832 8.019 4.883 -0.168
C -4.215 8.385 3.074 -0.017
C -5.253 7.822 2.066 -0.499
Br -4.381 8.320 0.350 -0.162
H -3.175 8.075 2.973 0.361
H -4.253 9.460 2.896 -0.353
H -6.234 8.295 2.115 0.384
H -5.292 6.734 2.006 0.412
Br -0.296 11.938 -2.644 -0.184
C -0.479 13.909 -2.273 -0.755
C -0.501 14.660 -3.539 -0.438
Br -0.335 16.559 -2.969 -0.179
H 0.340 14.208 -1.619 0.420
H -1.366 14.048 -1.655 0.354
H -1.350 14.570 -4.217 0.378
H 0.377 14.364 -4.112 0.362
Br -7.510 10.801 7.293 -0.152
C -6.314 12.282 6.820 -0.481
C -4.878 11.736 6.857 -0.229
Br -3.628 13.352 6.754 -0.194
H -6.463 13.119 7.502 0.416
H -6.538 12.594 5.799 0.241
H -4.616 11.080 6.027 -0.032
H -4.847 11.141 7.770 0.433
```

<S²>: 0.757
spin multiplicity: 2
HOMO (alpha / beta): -10.4222 / -9.9474 eV
largest force on an atom: 6.36 eV Å⁻¹
LUMO level (alpha / beta): -1.76 / -6.45 eV
energy: -22707.65445 Ha
orbital gap (alpha / beta): 8.66 / 3.50 eV



Entry 3:
ORCA calculation (ωB97M-V with the def2-TZVPD basis set) on a molecular structure, C16H16B2Ba2Br8O16 at a distorted geometry.

Geometry as XYZ:
```
60
Properties=species:S:1:pos:R:3:mulliken_charge:R:1
Ba 2.864 -4.096 -0.432 1.918
Ba -5.462 -0.582 0.128 1.871
O -1.776 3.573 -0.494 -0.542
C -1.645 2.385 -0.698 0.700
O -0.541 1.671 -0.769 -0.551
B -0.810 0.192 -0.745 1.057
O -2.271 0.116 -0.697 -0.660
C -2.743 1.348 -0.658 0.788
O -3.978 1.594 -0.502 -0.863
O -0.096 -0.288 0.451 -0.366
C 0.675 -1.331 0.095 0.392
O 1.391 -2.086 0.818 -0.557
C 0.611 -1.546 -1.436 0.413
O -0.209 -0.472 -1.881 -0.378
O 1.319 -2.258 -2.109 -0.451
O 1.996 -6.039 1.129 -0.752
C 1.048 -5.732 1.868 0.604
O 0.572 -4.487 1.996 -0.016
B -0.825 -4.502 2.575 0.903
O -1.115 -5.963 2.764 -0.397
C -0.017 -6.643 2.368 0.310
O 0.017 -7.914 2.223 -0.542
O -0.986 -3.867 3.872 -0.437
C -2.035 -2.920 3.757 0.560
O -2.530 -2.263 4.679 -0.538
C -2.447 -2.929 2.274 0.490
O -1.803 -3.814 1.648 -0.478
O -3.341 -2.207 1.764 -0.634
Br -2.185 8.189 -1.635 -0.163
C -1.461 6.827 -2.794 -0.161
C -2.209 6.896 -4.135 -0.524
Br -1.044 6.101 -5.498 -0.169
H -1.526 5.981 -2.109 -0.097
H -0.418 7.130 -2.892 0.358
H -2.467 7.936 -4.334 0.378
H -3.206 6.461 -4.201 0.388
Br 1.692 3.466 2.990 -0.104
C 0.668 4.314 1.489 -0.255
C 0.181 5.720 1.887 -0.496
Br 1.610 6.849 2.458 -0.131
H -0.161 3.659 1.221 -0.130
H 1.264 4.336 0.577 0.396
H -0.540 5.636 2.701 0.382
H -0.422 6.233 1.138 0.322
Br 3.756 -2.705 2.395 -0.096
C 2.966 -1.371 3.680 -0.533
C 1.624 -1.886 4.209 -0.102
Br 0.381 -0.331 4.793 -0.150
H 2.960 -0.393 3.197 0.331
H 3.706 -1.146 4.448 0.508
H 1.942 -2.591 4.978 0.467
H 1.112 -2.377 3.382 -0.272
Br 2.383 -4.883 -4.766 -0.188
C 1.347 -3.247 -5.079 -0.319
C 2.363 -2.097 -5.192 -0.623
Br 3.325 -1.889 -6.964 -0.111
H 0.597 -3.150 -4.293 0.148
H 0.832 -3.406 -6.026 0.422
H 3.209 -2.068 -4.506 0.338
H 1.857 -1.136 -5.104 0.339
```

HOMO: -12.8245 eV
largest force on an atom: 7.42 eV Å⁻¹
LUMO level: -7.29 eV
energy: -22515.89039 Ha
orbital gap: 5.54 eV
charge: +2
relative energy (zero: lowest compared OMol25 entry of this formula, charge and spin): 387.8 kJ/mol



Entry 4:
ORCA calculation (ωB97M-V with the def2-TZVPD basis set) on a molecular structure, C16H16B2Cr2F2MgN2O27S2 at a distorted geometry.

Geometry as XYZ:
```
70
Properties=species:S:1:pos:R:3:mulliken_charge:R:1
Mg 8.812 -18.551 -12.027 1.428
Cr 8.162 -13.022 -14.098 1.262
Cr 12.753 -14.885 -13.547 1.676
O 16.123 -17.912 -7.684 -0.487
C 15.061 -17.456 -7.968 0.580
O 14.349 -17.781 -9.034 -0.536
B 13.221 -16.883 -9.160 1.233
O 13.158 -16.088 -7.942 -0.413
C 14.298 -16.316 -7.236 0.581
O 14.637 -15.656 -6.314 -0.468
O 11.964 -17.705 -9.386 -0.502
C 11.553 -17.587 -10.601 0.286
O 10.532 -18.050 -11.077 -0.316
C 12.455 -16.470 -11.259 0.637
O 13.294 -16.083 -10.386 -0.777
O 12.306 -15.995 -12.375 -0.988
O 10.039 -17.938 -21.342 -0.522
C 9.919 -17.605 -20.208 0.513
O 10.223 -16.451 -19.715 -0.568
B 10.206 -16.452 -18.255 1.035
O 9.432 -17.729 -17.959 -0.296
C 9.237 -18.408 -19.011 0.597
O 8.853 -19.560 -19.014 -0.607
O 9.437 -15.296 -17.785 -0.479
C 9.971 -14.800 -16.704 0.530
O 9.401 -14.094 -15.911 -0.306
C 11.372 -15.426 -16.603 0.466
O 11.510 -16.306 -17.601 -0.381
O 12.238 -15.150 -15.825 -0.790
N 6.470 -14.030 -14.293 0.019
S 5.829 -14.758 -15.563 0.865
O 4.600 -14.312 -16.118 -0.498
O 6.169 -16.149 -15.695 -0.485
F 6.849 -14.068 -16.570 -0.285
S 5.456 -14.768 -13.175 0.927
O 5.925 -16.015 -12.638 -0.471
O 4.052 -14.540 -13.302 -0.504
F 5.757 -13.721 -11.986 -0.334
N 9.543 -15.767 -13.153 0.631
O 8.903 -16.765 -12.861 -0.440
O 9.064 -14.616 -13.078 -0.467
O 10.711 -15.894 -13.490 0.215
O 7.738 -18.012 -10.429 -0.667
C 6.681 -17.625 -9.925 0.839
O 6.499 -16.444 -9.398 -0.323
C 7.559 -15.476 -9.510 0.222
C 8.785 -15.907 -8.641 -0.773
C 5.462 -18.509 -10.039 -1.161
H 7.232 -14.495 -9.185 0.501
H 7.907 -15.538 -10.542 -0.321
H 9.316 -15.008 -8.337 0.424
H 9.404 -16.512 -9.296 -0.207
H 8.359 -16.438 -7.792 0.380
H 4.781 -18.548 -9.194 0.396
H 5.729 -19.537 -10.276 0.333
H 4.942 -18.130 -10.923 0.294
O 9.657 -19.359 -13.640 -0.151
C 10.529 -19.862 -14.351 0.621
O 10.447 -20.947 -15.070 -0.240
C 9.203 -21.693 -14.981 -0.029
C 9.317 -22.903 -15.866 -1.407
C 11.747 -19.030 -14.675 0.001
H 8.396 -21.011 -15.244 0.330
H 9.034 -22.118 -13.989 0.253
H 10.078 -23.614 -15.547 0.357
H 9.610 -22.645 -16.887 0.357
H 8.366 -23.427 -15.950 0.394
H 12.645 -19.643 -14.655 0.486
H 11.828 -18.279 -13.888 -0.480
H 11.547 -18.460 -15.582 0.010
```

<S²>: 20.022
spin multiplicity: 9
HOMO (alpha / beta): -13.3284 / -13.3282 eV
largest force on an atom: 8.08 eV Å⁻¹
LUMO level (alpha / beta): -9.54 / -8.89 eV
energy: -6094.78865 Ha
orbital gap (alpha / beta): 3.78 / 4.44 eV
charge: +2